1.
{
  "formula": "C4H9NO",
  "method": "wB97M-V/def2-TZVPD",
  "elements": ["C", "C", "N", "H", "H", "H", "H", "H", "O", "C", "C", "H", "H", "H", "H"],
  "positions_angstrom": [[2.8767, 0.4053, -0.2104], [0.9333, -0.2600, 0.9702], [1.8879, -0.6485, 0.2111], [3.4155, 0.9183, 0.5874], [2.3035, 1.1035, -0.8198], [3.5300, -0.1122, -0.9454], [0.5757, -1.1545, 1.5072], [0.6759, 0.7298, 1.3687], [-1.6002, 0.1287, 0.8730], [-2.0338, -0.3608, -0.1644], [-2.0864, 0.4648, -1.3972], [-2.7521, -1.1685, -0.0755], [-2.8653, 0.1326, -2.1200], [-1.1095, 0.4527, -1.9097], [-2.4329, 1.4604, -1.0928]],
  "atomic_forces_ev_per_a": [[1.34, -1.92, -1.89], [1.95, -3.78, 0.47], [-1.82, 5.18, 1.39], [-0.21, -0.58, 0.16], [-0.44, 0.00, 0.06], [0.07, 0.68, 0.65], [-0.78, 0.46, 0.20], [-0.11, 0.03, -0.84], [0.88, -1.02, -0.65], [-1.86, 2.13, 1.39], [-0.34, -0.25, -1.33], [0.31, -1.10, -0.13], [0.71, -0.22, 0.48], [-0.38, 0.41, 0.10], [0.68, -0.03, -0.04]],
  "mulliken_spin": [0.102, 0.012, 0.732, -0.004, 0.040, 0.004, 0.050, 0.058, 0.006, 0.000, 0.002, -0.001, 0.000, -0.001, 0.000],
  "lumo_energy_ev": [-5.3, -9.1],
  "e_above_lowest_kcal_mol": 77.9,
  "s2": 0.76,
  "spin_multiplicity": 2,
  "total_charge": 1,
  "orbital_gap_ev": [8.724, 4.905],
  "e_homo_ha": [-0.5145, -0.5134]
}

---

2.
{
  "formula": "C31H33FNO5SSbSiZr",
  "method": "wB97M-V/def2-TZVPD",
  "elements": ["Zr", "O", "C", "O", "C", "O", "C", "C", "O", "O", "H", "H", "H", "H", "H", "C", "Si", "C", "C", "N", "C", "C", "C", "C", "C", "C", "F", "H", "H", "H", "H", "H", "H", "H", "H", "H", "H", "H", "H", "H", "S", "Sb", "C", "C", "C", "C", "C", "C", "C", "C", "C", "C", "C", "C", "C", "C", "C", "C", "C", "C", "H", "H", "H", "H", "H", "H", "H", "H", "H", "H", "H", "H", "H", "H", "H"],
  "positions_angstrom": [[-1.4164, 0.5360, -1.0765], [-0.1537, 4.6191, -0.3829], [-0.7764, 3.5673, -0.7983], [-0.7672, 2.4932, -0.1961], [-1.5475, 3.7262, -2.0775], [-2.0407, 2.4324, -2.3706], [-3.2443, 2.3194, -3.1683], [-3.8706, 0.9951, -2.7447], [-5.0402, 0.7870, -2.7676], [-2.9364, 0.1290, -2.3121], [0.3654, 4.4303, 0.4272], [-0.8924, 4.1022, -2.8670], [-2.3561, 4.4459, -1.9167], [-2.9859, 2.3060, -4.2277], [-3.9222, 3.1439, -2.9536], [-4.8332, -0.9689, 0.8310], [-3.2432, -0.2084, 1.3891], [-3.3018, 1.6311, 0.9446], [-2.9107, -0.3287, 3.2100], [-1.8616, -0.7954, 0.4162], [-1.8392, -2.1911, 0.1587], [-2.3411, -3.2036, 0.9753], [-2.3664, -4.5170, 0.5246], [-1.9004, -4.8579, -0.7382], [-1.3703, -3.8762, -1.5675], [-1.3559, -2.6072, -1.0635], [-0.8295, -1.5500, -1.8285], [-5.6559, -0.4608, 1.3414], [-4.9142, -2.0307, 1.0589], [-4.9802, -0.8385, -0.2441], [-4.2266, 2.0096, 1.3915], [-3.4301, 1.9244, -0.1093], [-2.4949, 2.2158, 1.3857], [-3.6516, 0.2477, 3.7687], [-1.9220, 0.0610, 3.4618], [-2.9651, -1.3570, 3.5690], [-2.7151, -2.9703, 1.9633], [-2.7724, -5.2851, 1.1686], [-1.9502, -5.8811, -1.0821], [-0.9900, -4.0883, -2.5571], [0.9362, 0.7911, -2.1387], [2.3427, 0.1986, -0.3585], [1.9331, 1.6316, 1.1286], [0.9270, 1.4431, 2.0732], [0.5852, 2.4790, 2.9299], [1.2330, 3.7056, 2.8337], [2.2361, 3.8944, 1.8864], [2.5900, 2.8544, 1.0326], [1.9221, -1.7554, 0.2486], [1.6303, -2.0970, 1.5655], [1.3812, -3.4254, 1.8797], [1.4417, -4.3993, 0.8922], [1.7571, -4.0542, -0.4161], [1.9957, -2.7294, -0.7451], [4.3044, 0.3008, -1.0365], [5.2562, -0.4618, -0.3646], [6.5767, -0.4005, -0.7828], [6.9284, 0.4089, -1.8553], [5.9685, 1.1607, -2.5207], [4.6438, 1.1123, -2.1138], [0.3894, 0.5035, 2.1370], [-0.1831, 2.3293, 3.6775], [0.9746, 4.5082, 3.5122], [2.7624, 4.8389, 1.8311], [3.3866, 3.0034, 0.3117], [1.6165, -1.3550, 2.3527], [1.1535, -3.6997, 2.9010], [1.2540, -5.4342, 1.1446], [1.8199, -4.8171, -1.1805], [2.2337, -2.4643, -1.7698], [4.9811, -1.1049, 0.4635], [7.3285, -0.9881, -0.2741], [7.9595, 0.4496, -2.1791], [6.2501, 1.7811, -3.3604], [3.8904, 1.6852, -2.6413]],
  "atomic_forces_ev_per_a": [[-0.13, -0.05, -0.40], [0.00, 0.05, -0.10], [0.03, 0.02, 0.06], [-0.02, -0.17, 0.01], [-0.02, 0.01, -0.01], [0.00, 0.02, 0.16], [0.04, -0.03, 0.02], [0.00, 0.06, -0.07], [0.05, -0.07, -0.09], [0.22, 0.11, 0.40], [0.03, -0.04, 0.09], [0.00, -0.02, 0.00], [0.00, -0.01, -0.02], [0.00, 0.02, 0.00], [0.00, 0.00, 0.02], [-0.03, -0.02, 0.02], [0.05, 0.10, -0.02], [0.02, 0.19, -0.01], [0.01, 0.00, 0.01], [-0.09, 0.10, -0.10], [-0.01, 0.04, -0.02], [0.09, 0.03, 0.07], [0.01, -0.01, 0.00], [0.00, 0.01, 0.01], [0.05, -0.02, 0.02], [0.00, 0.03, -0.06], [-0.13, -0.08, -0.07], [-0.01, -0.02, -0.01], [0.00, -0.01, 0.00], [0.02, -0.01, 0.00], [-0.04, -0.13, 0.03], [0.04, -0.04, -0.05], [-0.01, 0.00, 0.00], [-0.01, 0.00, 0.00], [0.00, 0.00, 0.00], [0.00, 0.00, 0.02], [-0.02, 0.01, 0.00], [0.00, 0.00, 0.00], [0.00, 0.00, 0.00], [-0.01, 0.00, -0.01], [-0.06, -0.06, 0.02], [-0.21, -0.04, 0.07], [0.04, -0.08, -0.03], [0.00, -0.03, 0.00], [0.00, 0.01, 0.00], [0.01, -0.01, -0.02], [-0.02, 0.01, 0.02], [0.04, -0.01, 0.01], [0.06, 0.04, 0.00], [0.00, 0.02, 0.01], [0.00, -0.03, 0.00], [0.00, 0.04, -0.01], [0.02, 0.00, 0.03], [-0.02, -0.01, -0.01], [-0.03, 0.07, 0.02], [0.01, 0.02, -0.03], [0.00, 0.00, 0.00], [-0.01, 0.00, 0.00], [0.01, 0.00, -0.01], [-0.01, -0.01, 0.01], [0.01, -0.03, 0.00], [0.00, 0.01, 0.01], [0.00, 0.00, 0.00], [0.00, 0.00, 0.00], [0.00, 0.00, -0.01], [-0.01, 0.03, 0.00], [0.00, -0.01, 0.00], [0.00, 0.00, 0.01], [0.00, -0.01, 0.00], [0.00, -0.01, 0.00], [0.00, 0.00, 0.01], [0.01, 0.00, 0.00], [0.00, 0.00, 0.00], [0.00, 0.00, 0.00], [0.00, 0.00, 0.00]],
  "lowdin_charge": [1.636, 0.231, -0.454, -0.116, -0.043, -0.277, -0.020, -0.545, 0.180, -0.208, 0.132, 0.171, 0.169, 0.158, 0.152, -0.130, 0.419, -0.160, -0.142, -0.229, -0.301, -0.028, -0.049, -0.051, 0.005, -0.199, -0.117, 0.055, 0.042, 0.044, 0.073, 0.023, 0.033, 0.052, 0.026, 0.037, 0.103, 0.120, 0.120, 0.138, 0.177, 1.403, -0.355, -0.136, -0.059, -0.055, -0.074, -0.111, -0.372, -0.110, -0.053, -0.045, -0.062, -0.128, -0.374, -0.109, -0.051, -0.041, -0.053, -0.123, 0.081, 0.116, 0.123, 0.125, 0.111, 0.096, 0.119, 0.121, 0.122, 0.113, 0.107, 0.120, 0.121, 0.119, 0.089],
  "lumo_energy_ev": -6.0,
  "e_above_lowest_kcal_mol": 9.2,
  "total_charge": 2,
  "orbital_gap_ev": 7.693,
  "e_homo_ha": -0.5035
}

---

3.
{
  "formula": "CN3O6S",
  "method": "wB97M-V/def2-TZVPD",
  "elements": ["N", "C", "N", "O", "S", "O", "O", "O", "N", "O", "O"],
  "positions_angstrom": [[-1.0396, -1.8672, 1.9689], [-0.9903, -1.0725, 1.1531], [-0.9824, -0.1379, 0.1964], [-0.5200, -0.4068, -1.0916], [1.2038, -0.2662, -1.1587], [1.5855, -1.4312, -2.0107], [1.4656, -0.3969, 0.2543], [1.4097, 1.0215, -1.7776], [-0.7015, 1.2087, 0.6984], [-1.2644, 1.3784, 1.7855], [-0.1664, 1.9702, -0.0181]],
  "atomic_forces_ev_per_a": [[-0.23, -1.01, 0.92], [0.49, 0.49, -0.88], [-0.11, 0.91, -1.61], [-0.71, 0.21, 1.38], [1.58, -2.03, -2.10], [-0.97, 2.15, 1.69], [0.80, 0.17, -0.01], [0.26, -0.72, 0.11], [-2.36, -0.80, 1.35], [1.24, 0.18, -0.95], [0.00, 0.47, 0.09]],
  "nbo_charge": [-0.335, 0.420, -0.095, -0.518, 2.493, -0.968, -1.006, -0.956, 0.648, -0.410, -0.271],
  "lumo_energy_ev": 3.2,
  "e_above_lowest_kcal_mol": 0.0,
  "total_charge": -1,
  "orbital_gap_ev": 9.478,
  "e_homo_ha": -0.2291
}

---

4.
{
  "formula": "C4H8O3",
  "method": "wB97M-V/def2-TZVPD",
  "elements": ["C", "O", "C", "O", "C", "C", "O", "H", "H", "H", "H", "H", "H", "H", "H"],
  "positions_angstrom": [[1.9641, 0.7076, -0.2137], [0.9301, -0.5468, 1.2974], [-0.1560, -1.1067, 0.9811], [-0.5434, -2.2560, 1.1944], [-1.2403, -0.2027, 0.2413], [-0.6230, 0.7652, -0.7089], [-2.1255, -1.0545, -0.4157], [2.3962, -0.2775, -0.1210], [2.1416, 1.3847, 0.6134], [2.0072, 1.1520, -1.2086], [-1.7291, 0.3378, 1.0693], [0.4990, 0.8004, -0.3769], [-0.9251, 1.8122, -0.6308], [-0.6385, 0.4027, -1.7384], [-1.9574, -1.9186, 0.0171]],
  "atomic_forces_ev_per_a": [[0.22, 0.08, -0.08], [-0.30, -0.13, -0.08], [0.01, -0.08, 0.17], [0.14, 0.32, -0.04], [0.20, 0.15, 0.09], [-0.05, 0.00, -0.12], [-0.04, -0.13, 0.03], [-0.09, 0.14, -0.06], [-0.10, -0.15, -0.07], [-0.07, -0.02, 0.16], [0.05, -0.09, -0.11], [-0.01, -0.05, 0.01], [0.11, -0.16, 0.02], [-0.01, 0.07, 0.13], [-0.06, 0.04, -0.05]],
  "nbo_charge": [-0.273, -0.649, 0.752, -0.662, -0.045, -0.420, -0.710, 0.250, 0.232, 0.198, 0.192, 0.166, 0.229, 0.237, 0.504],
  "lumo_energy_ev": [-2.2, -2.2],
  "e_above_lowest_kcal_mol": 112.3,
  "total_charge": 0,
  "orbital_gap_ev": [7.432, 7.430],
  "e_homo_ha": [-0.3528, -0.3527]
}

---

5.
{
  "formula": "C4H10NO",
  "method": "wB97M-V/def2-TZVPD",
  "elements": ["C", "C", "C", "C", "N", "O", "H", "H", "H", "H", "H", "H", "H", "H", "H", "H"],
  "positions_angstrom": [[-1.7722, 0.0639, 0.8752], [0.6983, 1.2724, 0.3934], [0.7885, -1.3766, 0.4280], [0.1422, -0.0687, 0.0418], [-0.2167, -0.0938, -1.4370], [-2.6849, 0.0500, 0.1182], [-1.8339, 0.2714, 1.9426], [0.9428, 1.5015, 1.4749], [-0.0864, 2.0975, 0.2606], [1.5906, 1.4653, -0.1762], [1.6187, -1.2844, -0.2094], [0.1626, -2.1653, 0.1811], [1.0692, -1.3972, 1.4015], [-0.5537, -1.0127, -1.5365], [0.7695, -0.0095, -1.8093], [-0.6344, 0.6860, -1.9488]],
  "atomic_forces_ev_per_a": [[1.75, -0.09, -2.70], [-0.90, 1.65, 1.39], [-0.71, 2.91, -2.74], [-5.42, 1.44, 3.19], [4.02, 1.21, 0.76], [0.92, -0.13, 0.60], [0.27, -0.08, 0.46], [-0.05, -1.15, -1.04], [1.10, -1.08, -0.56], [0.54, 0.50, -0.32], [1.95, -1.16, -0.62], [-0.96, -1.76, -0.45], [0.82, 0.01, 2.90], [-1.12, -1.23, -1.34], [-1.04, -0.83, -0.29], [-1.17, -0.20, 0.77]],
  "nbo_charge": [0.454, -0.705, -0.636, 0.112, -0.712, -0.470, 0.170, 0.279, 0.246, 0.223, 0.206, 0.226, 0.259, 0.450, 0.432, 0.468],
  "lumo_energy_ev": -3.5,
  "e_above_lowest_kcal_mol": 70.8,
  "total_charge": 1,
  "orbital_gap_ev": 9.799,
  "e_homo_ha": -0.4905
}

---

6.
{
  "formula": "Cl2H3NP2",
  "method": "wB97M-V/def2-TZVPD",
  "elements": ["H", "N", "P", "H", "Cl", "P", "Cl", "H"],
  "positions_angstrom": [[0.7752, -2.7872, 1.1488], [0.6043, -1.9586, 1.7068], [0.8106, -0.5758, 1.0013], [0.4823, 0.2022, 2.0023], [-1.3526, -0.3044, -1.7742], [-0.6953, 1.3755, -0.7821], [1.0010, 1.7700, -1.8122], [-1.6254, 2.2784, -1.4906]],
  "atomic_forces_ev_per_a": [[0.10, 0.09, -0.30], [-0.19, 0.14, 0.38], [0.99, -2.22, -2.28], [-0.75, 1.87, 2.43], [-0.13, 0.02, 0.04], [-1.11, 0.33, -0.44], [0.22, 0.34, -0.24], [0.87, -0.56, 0.41]],
  "nbo_charge": [0.365, -1.047, 0.805, -0.121, -0.288, 0.571, -0.265, -0.020],
  "lumo_energy_ev": -0.5,
  "e_above_lowest_kcal_mol": 33.8,
  "total_charge": 0,
  "orbital_gap_ev": 8.661,
  "e_homo_ha": -0.3366
}

---

| no. | E (eV) |
| --- | --- |
| 1 | -7819.9177 |
| 2 | -73649.6395 |
| 3 | -28623.6671 |
| 4 | -10416.1344 |
| 5 | -7838.2478 |
| 6 | -45160.5753 |